{"formula": "C2H5ClO3S2", "method": "ωB97M-V with the def2-TZVPD basis set", "symbols": ["H", "H", "S", "C", "H", "Cl", "S", "O", "O", "C", "H", "O", "H"], "coordinates": [[2.137, 0.057, 0.067], [2.906, -1.732, 0.325], [0.463, -1.591, -0.022], [-2.155, 0.907, 0.120], [-2.527, 0.734, -0.866], [-2.756, 2.361, 0.884], [-0.304, 1.095, 0.210], [0.040, 2.178, -0.652], [-0.007, -0.265, -0.728], [2.166, -1.102, -0.230], [2.402, -1.146, -1.255], [0.008, -1.594, 1.345], [-2.371, 0.098, 0.803]], "total_energy_ha": -1561.40718, "charge": 0, "mol_weight_g_mol": 176.646}



{"formula": "C2H5CuMgO2", "method": "ωB97M-V with the def2-TZVPD basis set", "symbols": ["O", "C", "O", "C", "Cu", "H", "H", "H", "H", "Mg", "H"], "coordinates": [[2.015, 1.854, -1.534], [-0.964, -1.827, 0.048], [-0.411, 0.071, 1.476], [-1.202, -0.713, 0.741], [-0.816, 2.243, 1.405], [-1.631, -1.184, -0.784], [-2.280, -1.292, 0.955], [1.835, 0.976, -1.892], [2.017, 2.480, -2.264], [1.369, -0.520, 2.055], [0.067, -2.088, -0.206]], "total_energy_ha": -2069.79162, "spin_multiplicity": 2, "charge": 1, "mol_weight_g_mol": 148.911}